(1)
DFT (ωB97M-V/def2-TZVPD) results for the molecule C4H4N2O in a non-equilibrium geometry.

The energy above the lowest of the compared OMol25 structures with the same formula, charge and spin is 2.198 eV. The SMILES is CC1=NN=CC1=O. The calculated total energy comes out at -9238.28954 eV. Its multiplicity is 1.

```
11
Properties=species:S:1:pos:R:3:forces:R:3
C -0.3673 -1.6690 0.4926 0.677 -0.064 0.325
C -0.3207 -0.2004 0.1636 0.725 -0.471 -0.162
C 0.2973 1.9232 -0.5464 -0.601 0.022 0.023
C 0.8905 0.5915 -0.3219 1.126 -1.309 -0.109
H -1.4020 -1.9769 0.6824 0.302 0.165 0.045
H 0.0342 -2.2835 -0.3487 -0.168 0.558 0.635
H 0.2697 -1.8650 1.4078 -0.694 0.125 -1.032
H 0.8022 2.7319 -0.9973 0.473 0.921 -0.180
N -1.2993 0.5862 0.2037 -1.396 -0.048 0.438
N -0.9291 1.9457 -0.2315 0.411 -0.191 -0.150
O 2.0244 0.2163 -0.5043 -0.853 0.291 0.166
```
Forces are in eV/Å.

(2)
DFT (ωB97M-V/def2-TZVPD) results for a cluster of 2 separate species, C4H4N2O in total.

The energy above the lowest of the compared OMol25 structures with the same formula, charge and spin is 4.996 eV. The calculated total energy comes out at -9235.49145 eV. Its multiplicity is 1.

```
11
Properties=species:S:1:pos:R:3:forces:R:3
N 2.4793 0.7826 0.4328 -0.605 -0.642 -0.304
C 1.7126 -0.0108 0.0670 0.473 0.421 0.184
C 0.8505 -1.0139 -0.4272 0.791 0.176 0.042
O -0.4066 -1.1179 -0.1102 -0.315 -0.605 -0.262
C -1.2125 -0.3524 0.5640 -0.303 0.533 0.562
C -0.8112 0.7863 1.2976 0.076 0.501 0.366
N -0.5702 1.7288 1.9336 -0.192 -0.743 -0.513
H 1.2115 -1.8208 -1.0473 -0.016 0.122 0.089
H -0.1918 0.7508 -1.8091 -0.130 0.132 -0.039
H -0.8314 0.9783 -1.4939 0.097 0.044 -0.148
H -2.2303 -0.7112 0.5928 0.124 0.061 0.022
```
Forces are in eV/Å.

(3)
DFT (ωB97M-V/def2-TZVPD) results for the molecule C4H4N2O.

The energy above the lowest of the compared OMol25 structures with the same formula, charge and spin is 0.188 eV. The SMILES is O=c1cc[nH]cn1. The calculated total energy comes out at -9240.29992 eV. Its multiplicity is 1.

```
11
Properties=species:S:1:pos:R:3:forces:R:3
O 2.3374 -1.3891 -0.0115 -0.326 0.159 -0.089
C 1.2611 -0.8355 -0.1042 0.174 -0.035 -0.008
C 1.1100 0.6280 -0.0432 -0.074 0.032 0.032
C -0.1072 1.1703 0.1201 0.088 -0.076 -0.007
N -1.2140 0.3499 0.1369 0.067 -0.073 0.021
C -1.0553 -0.9827 -0.1227 0.034 -0.012 0.016
N 0.0683 -1.5794 -0.2782 -0.091 0.163 0.086
H 2.0031 1.2393 -0.0784 -0.114 -0.061 0.023
H -0.2942 2.2337 0.2234 0.040 -0.142 0.033
H -2.1240 0.7095 0.3745 0.081 -0.004 -0.162
H -1.9852 -1.5439 -0.2166 0.122 0.049 0.055
```
Forces are in eV/Å.

(4)
DFT (ωB97M-V/def2-TZVPD) results for the molecule C4H4N2O2 in a non-equilibrium geometry.

The energy above the lowest of the compared OMol25 structures with the same formula, charge and spin is 7.329 eV. The SMILES is O/N=c1/cccno1. The calculated total energy comes out at -11281.21022 eV. Its multiplicity is 1.

```
12
Properties=species:S:1:pos:R:3:forces:R:3
C 0.9329 -0.1134 -0.1066 -1.480 -1.401 0.263
C -0.1028 -1.1191 -0.7315 6.325 0.131 1.853
C -1.3744 -1.0755 -0.4208 2.330 6.020 2.507
C -1.6872 0.3406 0.3462 -1.574 -2.562 -0.663
H 1.7972 1.5926 0.6547 3.463 -1.187 -0.805
H 0.7405 -1.8104 -1.0878 -2.536 -0.076 -0.553
H -2.1155 -1.5463 -0.8691 -3.343 -2.496 -1.517
H -2.7493 0.6362 0.6999 1.785 -0.727 -0.963
N 2.1968 -0.1967 0.0154 0.388 -0.451 -2.041
N -0.8580 1.2221 0.6782 0.410 0.903 0.645
O 2.6854 1.0504 0.3441 -0.649 0.903 1.595
O 0.5344 1.0195 0.4772 -5.120 0.944 -0.321
```
Forces are in eV/Å.

Question: Look up the energy above the lowest of the compared OMol25 structures with the same formula, charge and spin of the fourth one.
Answer: 7.329 eV

Question: Number 3 is which compound?
Answer: C4H4N2O

Question: Look up the energy above the lowest of the compared OMol25 structures with the same formula, charge and spin of the third one.
Answer: 0.188 eV